Record 1
Molecular formula: C4H3N3O2S2
Method: DFT, the ωB97M-V functional and the def2-TZVPD basis

- HOMO level (spin up / spin down): -0.312 / -0.312 Eh
- Relative energy (zero: lowest compared OMol25 entry of this formula, charge and spin): 0.0000 eV
- E_LUMO (spin up / spin down): -1.026 / -1.026 eV
- Frontier orbital gap (spin up / spin down): 7.476 / 7.477 eV

Last column: natural (NBO) charge in e.
Positions of all 14 atoms, in Å:
C -0.11923 0.92349 0.03367  0.302
C 0.44923 -1.16506 0.62419  -0.240
C -0.34136 -1.15570 -0.65853  0.474
C 1.01199 -2.28063 1.08407  0.806
N -0.66978 0.13593 -0.85111  -0.488
N 0.46931 0.18162 1.03797  -0.515
N -0.64978 -2.19885 -1.38896  -0.778
O 1.39570 -3.33157 1.42134  -0.352
O -3.34447 -2.39056 -1.11043  -0.911
S -1.93793 -3.23618 1.18645  -0.498
S -2.32281 -3.29866 -0.66873  1.178
H -0.03107 1.95289 0.12900  0.211
H 0.77612 0.54761 1.86387  0.418
H -0.94256 -2.14883 -2.30316  0.393

Atoms 1-6, force components in eV/Å:
C 0.18 -4.33 1.36
C -0.99 0.21 -0.93
C 0.40 -0.74 0.35
C 0.20 -2.35 0.97
N 0.01 2.30 -1.65
N -0.45 -0.90 -3.07

Record 2
Molecular formula: C6H14N2O2
Method: DFT, the ωB97M-V functional and the def2-TZVPD basis

- HOMO level: -0.331 Eh
- Relative energy (zero: lowest compared OMol25 entry of this formula, charge and spin): 0.5802 eV
- Structure (SMILES): CNC(C)=O.CNC(C)=O
- E_LUMO: 0.524 eV
- Frontier orbital gap: 9.529 eV

Last column: natural (NBO) charge in e.
Positions of all 24 atoms, in Å:
C 2.54382 0.01528 -1.93658  -0.410
N 1.38349 0.73031 -2.50517  -0.608
C 0.12970 0.76807 -2.00764  0.688
C -0.82728 1.62821 -2.82858  -0.714
O -0.22904 0.17185 -1.01059  -0.660
H 2.44879 -1.03240 -2.20337  0.206
H 3.38507 0.45043 -2.47078  0.201
H 2.68937 0.23811 -0.88958  0.217
H 1.57997 1.24471 -3.32903  0.388
H -1.77470 1.64823 -2.30325  0.243
H -0.90340 1.19486 -3.83015  0.227
H -0.46427 2.63459 -3.03216  0.225
C -0.90909 -2.52492 1.53078  -0.418
N -0.77687 -1.09876 1.79372  -0.621
C -0.89116 -0.58613 3.03351  0.670
C -0.69512 0.91383 3.10845  -0.716
O -1.20707 -1.23850 4.00656  -0.642
H -1.60831 -2.95288 2.24094  0.224
H -1.17094 -2.60467 0.47548  0.202
H 0.06462 -3.02295 1.58601  0.187
H -0.70609 -0.50370 0.98291  0.426
H -0.32199 1.15864 4.10471  0.236
H -0.06709 1.36437 2.34849  0.215
H -1.67238 1.40342 3.13532  0.232

Atoms 1-6, force components in eV/Å:
C -0.72 0.79 -1.11
N 0.57 -0.41 0.81
C -0.10 0.61 -0.47
C 0.33 -0.34 -0.20
O 0.12 -0.23 0.34
H 0.25 -0.22 0.53

Record 3
Molecular formula: C45H42AsF6N8OSTc
Method: DFT, the ωB97M-V functional and the def2-TZVPD basis

- Total charge: +1
- HOMO level (spin up / spin down): -0.382 / -0.383 Eh
- Multiplicity: 4
- E_LUMO (spin up / spin down): -3.544 / -4.277 eV
- Frontier orbital gap (spin up / spin down): 6.859 / 6.153 eV
- Expectation value of S²: 3.7810

Last column: Mulliken charge in e.
Positions of all 105 atoms, in Å:
Tc -8.34974 -18.33705 6.39200  -0.321
C -12.80393 -21.54948 7.79094  -0.976
C -11.95750 -21.22974 8.86269  -0.876
C -11.04519 -20.20260 8.75624  0.003
C -10.92285 -19.52436 7.57362  -0.920
C -11.74813 -19.78428 6.52007  -0.186
C -12.69036 -20.79333 6.62132  -1.048
N -9.99242 -18.34416 7.56373  2.258
C -10.47506 -17.28693 8.28592  0.517
C -11.84435 -17.12161 8.59932  -0.741
C -12.29994 -16.00315 9.21876  -0.680
C -11.41195 -15.00330 9.68081  -1.051
C -10.08093 -15.14821 9.44975  -0.325
C -9.57649 -16.28242 8.72500  -0.059
N -8.22922 -16.25832 8.63361  -1.133
N -7.58432 -17.07306 7.90355  1.853
C -6.20436 -16.96643 8.19846  -1.263
C -5.62272 -15.70404 8.33910  -0.381
C -4.25553 -15.61710 8.64734  -0.755
C -3.53695 -16.80079 8.79895  -0.991
C -4.22317 -17.98482 8.61714  0.154
N -5.51831 -18.08149 8.35931  0.654
H -13.50967 -22.37005 7.88510  0.414
H -12.07008 -21.77447 9.78030  0.492
H -10.39118 -19.89311 9.59182  0.546
H -11.71655 -19.24504 5.58140  0.214
H -13.37937 -20.92862 5.81765  0.553
H -12.51338 -17.85333 8.23272  0.603
H -13.38853 -15.92222 9.32560  0.429
H -11.84122 -14.12578 10.16318  0.378
H -9.36729 -14.39795 9.79345  0.481
H -6.16563 -14.78393 8.18138  0.561
H -3.79447 -14.62961 8.72429  0.403
H -2.46896 -16.81600 9.07150  0.469
H -3.68977 -18.91269 8.77964  0.111
S -9.26772 -19.78319 4.84448  -0.375
C -9.13754 -21.45758 5.26784  0.636
C -9.67725 -22.39313 4.37388  -0.740
C -9.55803 -23.75823 4.60429  -0.902
C -8.92615 -24.19520 5.73892  -1.003
C -8.33845 -23.28531 6.62214  -0.514
C -8.49165 -21.92182 6.42791  -0.313
As -7.48295 -20.53613 7.44384  3.811
C -5.74314 -21.41375 7.36564  0.444
C -5.29203 -22.18794 6.31955  -0.175
C -3.99511 -22.70778 6.39372  -0.948
C -3.15823 -22.39897 7.47397  -0.705
C -3.63276 -21.59592 8.53019  -0.649
C -4.94529 -21.13224 8.44518  -1.158
C -8.01896 -20.79360 9.27561  0.089
C -8.53907 -22.00123 9.70556  -0.815
C -8.89262 -22.15112 11.05988  -0.663
C -8.71477 -21.10348 11.93466  -0.844
C -8.12895 -19.92685 11.51524  -1.061
C -7.82900 -19.75595 10.16501  0.471
H -10.24625 -22.04400 3.49838  0.479
H -10.01719 -24.45728 3.94546  0.451
H -8.85021 -25.26513 5.94375  0.434
H -7.77020 -23.59885 7.49746  0.515
H -5.82524 -22.38625 5.42208  0.501
H -3.59629 -23.34005 5.59027  0.404
H -2.15797 -22.78667 7.54115  0.458
H -3.03233 -21.35194 9.40303  0.507
H -5.37120 -20.52909 9.24261  0.756
H -8.67096 -22.83253 9.04458  0.241
H -9.28165 -23.11991 11.41524  0.463
H -8.97758 -21.21771 12.98899  0.388
H -7.93226 -19.15147 12.21963  0.530
H -7.42939 -18.81301 9.81979  0.228
C -5.87383 -16.78509 5.11028  -0.219
N -4.73772 -16.59300 4.23190  0.230
C -5.18420 -16.77844 2.84978  -0.706
N -5.69975 -18.13113 2.64875  0.184
C -6.84029 -18.34374 3.52031  -1.165
N -6.50090 -18.15095 4.94967  2.962
C -5.38677 -19.13407 5.23472  -0.628
N -4.21432 -18.93703 4.40191  0.261
C -3.71235 -17.56791 4.58555  -0.620
C -4.61522 -19.05881 3.00516  -0.993
H -6.64122 -16.03959 4.96298  0.096
H -5.43753 -16.72093 6.13053  -0.489
H -4.36857 -16.64623 2.15189  0.383
H -5.97125 -16.05105 2.62762  0.302
H -7.22208 -19.37132 3.42746  0.458
H -7.64012 -17.66234 3.28602  -0.072
H -5.82909 -20.11440 5.02049  0.177
H -5.08670 -19.07255 6.29228  -0.444
H -2.85446 -17.42193 3.91946  0.411
H -3.41469 -17.40418 5.64597  0.243
H -4.88250 -20.07790 2.76929  0.340
H -3.75236 -18.84194 2.38453  0.422
C -10.15875 -14.68388 5.83772  -1.749
C -9.80079 -15.78839 4.87414  0.881
O -8.93411 -16.72378 5.45586  0.305
C -11.11049 -16.49077 4.42668  0.240
F -11.81182 -16.93979 5.48136  -0.212
F -11.91576 -15.62951 3.77937  -0.318
F -10.87718 -17.54373 3.64118  -0.255
C -9.05256 -15.12486 3.64875  0.396
F -9.70241 -14.03002 3.22064  -0.286
F -8.89128 -15.92494 2.60366  -0.270
F -7.83237 -14.71483 4.06120  -0.328
H -10.57100 -15.15294 6.70962  0.309
H -10.88521 -13.95068 5.45688  0.432
H -9.22807 -14.17279 6.15031  0.392

Atoms 1-6, force components in eV/Å:
Tc -0.05 0.11 -0.88
C 0.68 0.42 0.12
C -0.80 -0.47 -0.46
C 0.68 0.03 1.07
C 1.27 2.10 0.13
C -0.80 -0.35 -1.09

Record 4
Molecular formula: C15H29AsBr2N5OSSr
Method: DFT, the ωB97M-V functional and the def2-TZVPD basis

- Total charge: +1
- HOMO level: -0.425 Eh
- Relative energy (zero: lowest compared OMol25 entry of this formula, charge and spin): 0.4278 eV
- E_LUMO: -2.446 eV
- Frontier orbital gap: 9.125 eV

Last column: natural (NBO) charge in e.
Positions of all 55 atoms, in Å:
Sr 0.31003 -0.72481 0.93546  1.714
C -3.14491 -0.65565 1.25095  -0.234
C -2.97519 0.47754 0.25115  -0.239
N -1.65049 1.12406 0.36948  -0.686
C -1.25928 1.83299 -0.86128  -0.264
C -0.90663 0.83367 -1.95668  0.228
C -1.23827 1.04512 -3.27922  -0.254
C -0.95639 0.04680 -4.20321  -0.123
C -0.38555 -1.14146 -3.77821  -0.255
C -0.06470 -1.27790 -2.43615  0.229
C 0.57095 -2.56820 -1.90962  -0.268
N 0.37288 -2.77084 -0.46027  -0.701
C -0.89410 -3.46626 -0.07634  -0.243
C -2.11566 -2.54369 0.01214  -0.249
N -2.02423 -1.62126 1.17692  -0.702
N -0.29277 -0.29435 -1.55188  -0.563
H -4.10767 -1.14514 1.08019  0.197
H -3.15925 -0.24465 2.25961  0.219
H -3.79097 1.19118 0.38738  0.206
H -3.07037 0.09650 -0.76737  0.196
H -1.65384 1.77710 1.14866  0.396
H -0.38986 2.44874 -0.63419  0.231
H -2.03679 2.50301 -1.23558  0.198
H -1.73400 1.96299 -3.57642  0.236
H -1.21549 0.18434 -5.24615  0.236
H -0.20219 -1.95543 -4.47051  0.235
H 1.64399 -2.51507 -2.10322  0.231
H 0.18967 -3.40696 -2.49663  0.204
H 1.14208 -3.31742 -0.09059  0.408
H -0.72781 -3.92823 0.89821  0.228
H -1.12479 -4.26601 -0.78163  0.203
H -3.01755 -3.15916 0.06880  0.204
H -2.19941 -1.95338 -0.89924  0.204
H -2.05166 -2.19844 2.01332  0.385
Br -0.16113 2.99333 3.24045  0.016
C -0.17217 1.77065 4.74003  -0.504
Br -1.58504 0.45273 4.63278  0.020
H -0.33447 2.35040 5.63235  0.235
H 0.76581 1.23754 4.71511  0.263
O 1.25434 -2.57373 2.25371  -1.082
S 1.63037 -1.61473 3.37528  1.329
N 1.37971 -0.19701 3.08374  -1.137
C 2.30702 3.29057 -0.59624  -0.945
As 2.32855 1.52818 0.21455  0.796
C 3.67239 1.85254 1.58309  -0.935
C 3.44614 0.61081 -1.11504  -0.950
H 3.32819 3.61989 -0.76983  0.233
H 1.81424 3.98930 0.07562  0.236
H 1.77104 3.27146 -1.54394  0.228
H 4.61685 2.12633 1.11975  0.224
H 3.79899 0.96921 2.20277  0.242
H 3.32581 2.66272 2.22099  0.240
H 4.34843 1.18235 -1.32030  0.232
H 2.88501 0.47934 -2.04091  0.225
H 3.74015 -0.37165 -0.74180  0.226

Atoms 1-6, force components in eV/Å:
Sr -0.36 1.38 -0.25
C 0.32 -0.09 -0.05
C 0.26 0.07 -0.04
N -0.21 0.04 -0.21
C 0.00 -0.37 0.05
C 0.18 -0.22 0.50

Record 5
Molecular formula: C15H20BrFIN2O4P2
Method: DFT, the ωB97M-V functional and the def2-TZVPD basis

- Total charge: -1
- HOMO level: -0.187 Eh
- E_LUMO: -0.171 eV
- Frontier orbital gap: 4.924 eV

Last column: natural (NBO) charge in e.
Positions of all 46 atoms, in Å:
C 3.32361 -2.67397 -1.82381  -0.971
P 1.50854 -2.89361 -1.87729  1.288
F 1.18279 -1.72208 -0.73219  -0.659
Br 1.47568 -0.95314 -3.55584  -0.584
I 1.88378 -4.66180 -3.88084  -0.466
C 1.38748 -4.14701 -0.44928  -0.774
C 1.55826 -5.65241 -0.60473  -0.229
N 0.39363 -6.29699 -1.20846  -0.865
P -0.72402 -3.00494 -2.44934  1.104
N -1.36800 -2.84524 -3.85345  -1.320
H 3.75887 -3.61438 -1.48840  0.217
H 3.71420 -2.41839 -2.79788  0.257
H 3.52482 -1.87576 -1.11211  0.232
H 2.15338 -3.76710 0.23037  0.212
H 0.43040 -3.95874 0.04034  0.220
H 1.70780 -6.07972 0.38883  0.176
H 2.47667 -5.84058 -1.16969  0.185
H 0.53347 -6.46609 -2.19686  0.382
H 0.20512 -7.18179 -0.76005  0.349
H -1.01116 -4.21847 -1.80269  -0.056
H -1.21061 -2.10678 -1.47483  -0.087
H -0.72752 -2.67142 -4.61645  0.401
C -1.73482 3.71104 -0.96504  -0.249
C -2.31999 2.81097 -0.18274  -0.223
C -1.80164 1.41635 -0.09485  0.476
O -2.33167 0.61621 0.64851  -0.506
C -0.62425 1.06513 -0.92478  -0.225
C -0.04216 1.96925 -1.71028  -0.241
C -0.54378 3.36131 -1.78720  0.491
O -0.00903 4.20577 -2.47713  -0.514
H -2.07887 4.73562 -1.03454  0.225
H -3.17659 3.04157 0.43673  0.230
H -0.25494 0.04756 -0.85995  0.263
H 0.81402 1.71587 -2.32445  0.261
C -2.37013 4.32820 4.29340  -0.218
C -1.49963 4.19367 5.28826  -0.235
C -0.06711 4.55580 5.11662  0.479
O 0.72104 4.44490 6.02977  -0.492
C 0.35798 5.05959 3.78416  -0.221
C -0.51225 5.19674 2.78904  -0.231
C -1.94723 4.85071 2.96771  0.481
O -2.73825 4.98150 2.06017  -0.494
H -3.41727 4.06954 4.38573  0.231
H -1.77541 3.81733 6.26514  0.231
H 1.40874 5.30016 3.68434  0.232
H -0.23395 5.55559 1.80604  0.238

Atoms 1-6, force components in eV/Å:
C 0.19 0.00 -0.13
P -0.94 -0.57 1.03
F 0.07 0.14 -0.04
Br 0.06 0.55 -0.35
I 0.10 -0.25 -0.31
C -0.03 0.09 -0.22

For reference, largest force on an atom by record: 4.54; 1.54; 2.46; 1.44; 1.51 eV/Å.